(1)
Density functional theory data (ωB97M-V/def2-TZVPD) for 2 unconnected molecules or ions with the total composition CHClF2O2 at a distorted geometry.

Positions of all 7 atoms, in Å:
C1 -2.7380 -0.3460 0.0272
O1 -0.0562 -0.1733 0.6485
O2 -1.1039 0.6715 0.5803
F1 -2.8562 -1.2595 0.9551
F2 -2.3641 -0.8933 -1.1086
Cl1 -3.9418 0.8342 -0.0517
H1 0.4046 -0.1134 -0.2084

Computed properties:
Relative energy (zero: lowest compared OMol25 entry of this formula, charge and spin) (kcal per mole): 47.6
Gap between HOMO and LUMO (spin up / spin down) (Eh): 0.3589 / 0.3590

(2)
Density functional theory data (ωB97M-V/def2-TZVPD) for 2 unconnected molecules or ions with the total composition CH4INOS at a distorted geometry.

Positions of all 9 atoms, in Å:
C1 0.8477 -0.5704 0.1868
N1 -1.3393 2.0174 -0.3142
O1 2.2006 -0.7731 -0.0596
S1 -1.1057 0.5714 -0.7828
I1 -2.7575 -1.0418 0.0403
H1 0.8876 0.0246 1.0605
H2 0.2884 -1.4096 0.1292
H3 2.4590 -1.0928 -0.9197
H4 -1.4808 2.2743 0.6595

Computed properties:
Relative energy (zero: lowest compared OMol25 entry of this formula, charge and spin) (kcal per mole): 11.2
⟨S²⟩: 2.0163
Gap between HOMO and LUMO (spin up / spin down) (Eh): 0.2424 / 0.2807
2S+1: 3

(3)
Density functional theory data (ωB97M-V/def2-TZVPD) for a single C5H11P molecule at a distorted geometry.

Positions of all 17 atoms, in Å:
C1 -0.5782 -0.8383 -0.6185
C2 0.8757 -1.0042 -1.1245
C3 -0.7626 0.3749 0.1710
C4 -0.0912 0.4382 1.4912
C5 -1.2357 1.6565 -0.5029
P1 2.1026 -0.9929 0.1454
H1 -1.2804 -0.8877 -1.5328
H2 -0.5208 -1.6847 0.0657
H3 1.2237 -0.4707 -2.0299
H4 0.9023 0.7094 1.3762
H5 -0.1721 -0.4911 2.0674
H6 -0.6447 1.0979 2.0027
H7 -0.5029 2.1340 -1.1226
H8 -1.6976 2.2268 0.2144
H9 -2.2129 1.5050 -1.1209
H10 3.1543 -1.7459 -0.4601
H11 1.4404 -2.0271 0.9782

Computed properties:
Relative energy (zero: lowest compared OMol25 entry of this formula, charge and spin) (kcal per mole): 91.1
Gap between HOMO and LUMO (spin up / spin down) (Eh): 0.2714 / 0.3009

(4)
Density functional theory data (ωB97M-V/def2-TZVPD) for a molecular structure, C26H23CrN6O.

Positions of all 57 atoms, in Å:
Cr1 -0.0873 0.7024 -0.0802
C1 2.1981 -3.8334 -0.2671
C2 1.0889 -4.5798 0.0892
C3 -0.1688 -4.0014 -0.0070
C4 -0.2582 -2.6944 -0.4566
N1 0.8063 -1.9593 -0.7780
C5 2.0062 -2.5237 -0.6870
C6 -1.5630 -2.0020 -0.6546
C7 -2.7566 -2.6924 -0.7998
C8 -3.9177 -1.9984 -1.0753
C9 -3.8648 -0.6230 -1.2511
C10 -2.6510 0.0079 -1.1010
N2 -1.5273 -0.6647 -0.7602
C11 -2.4538 1.4633 -1.3951
C12 -3.4854 2.3242 -1.7064
C13 -3.1858 3.6296 -2.0680
C14 -1.8656 4.0424 -2.0958
C15 -0.8869 3.1468 -1.7173
N3 -1.1675 1.8819 -1.3816
H1 3.1951 -4.2523 -0.2257
H2 1.1948 -5.5997 0.4369
H3 -1.0458 -4.5650 0.2809
H4 2.8542 -1.9075 -0.9722
H5 -2.7693 -3.7696 -0.7451
H6 -4.8534 -2.5285 -1.1997
H7 -4.7482 -0.0703 -1.5326
H8 -4.5121 1.9885 -1.6837
H9 -3.9823 4.3170 -2.3271
H10 -1.5927 5.0472 -2.3855
H11 0.1537 3.4366 -1.6605
N4 2.6347 0.1118 1.5197
C16 1.5086 -0.2918 2.2208
C17 1.6805 -0.6698 3.5538
C18 0.5962 -1.0931 4.2756
C19 -0.6627 -1.1423 3.6712
C20 -0.7538 -0.7596 2.3661
N5 0.3142 -0.3458 1.6363
C21 2.8417 0.5750 0.2334
C22 4.1649 0.7908 -0.1678
C23 4.4250 1.2041 -1.4469
C24 3.3674 1.3877 -2.3432
C25 2.1024 1.1680 -1.8843
N6 1.8349 0.7873 -0.6090
H12 3.4812 0.0597 2.0611
H13 2.6648 -0.6198 4.0033
H14 0.7192 -1.3833 5.3113
H15 -1.5430 -1.4659 4.2084
H16 -1.7069 -0.7759 1.8529
H17 4.9692 0.6239 0.5388
H18 5.4481 1.3752 -1.7607
H19 3.5303 1.6936 -3.3667
H20 1.2426 1.2844 -2.5323
C26 -0.6361 3.1817 1.3830
O1 0.2838 2.2176 0.8766
H21 -0.5399 4.1363 0.8603
H22 -0.4360 3.3607 2.4387
H23 -1.6853 2.8673 1.3065

Computed properties:
⟨S²⟩: 3.7775
Total charge: +2
Gap between HOMO and LUMO (spin up / spin down) (Eh): 0.2850 / 0.2847
2S+1: 4

Calculated total energy list, top to bottom, in Ha: -848.9380 -866.2084 -538.2811 -2452.4322